Arrangement a

A single C2H2O3S molecule, computed with the ωB97M-V functional and the def2-TZVPD basis.

Summary:
E_HOMO ... -10.62 eV
Kohn-Sham gap ... 10.13 eV
Spin multiplicity ... 1

Positions of all 8 atoms, in Å:
O 1.603 0.067 -0.215
C 0.529 -0.483 -0.122
O 0.475 -1.803 -0.314
C -0.679 0.360 0.252
O -1.662 -0.197 0.676
S -0.567 2.070 0.058
H -0.430 -2.055 -0.079
H 0.731 2.042 -0.256

Mulliken population analysis, charges in e, atoms 1 to 2:
1. O -0.5434
2. C 0.4742



Arrangement b

A single C2H2O3S molecule, computed with the ωB97M-V functional and the def2-TZVPD basis.

Summary:
E_HOMO ... -9.63 eV
Kohn-Sham gap ... 9.57 eV
Spin multiplicity ... 1

Positions of all 8 atoms, in Å:
O -0.444 1.154 -1.454
C -0.324 0.147 -0.776
O -0.907 -1.030 -1.027
C 0.307 0.261 0.699
O 1.534 -0.225 0.782
S -0.528 0.861 1.936
H -1.302 -0.970 -1.913
H 1.664 -0.197 1.753

Mulliken population analysis, charges in e, atoms 1 to 2:
1. O -0.4860
2. C 0.5035



Order of stability, best first: arrangement a, arrangement b



Arrangement a

A molecular structure, C2H2O3S, computed with the ωB97M-V functional and the def2-TZVPD basis.

Summary:
E_HOMO ... -9.78 eV
Kohn-Sham gap ... 7.65 eV
Spin multiplicity ... 1

Positions of all 8 atoms, in Å:
C -0.954 1.061 0.724
C -0.286 0.125 0.173
O -3.637 1.169 0.937
O -2.368 0.897 3.041
O -0.997 2.273 0.956
S -2.486 0.773 1.611
H -0.498 -0.958 0.296
H 0.668 0.190 -0.454

Mulliken population analysis, charges in e, atoms 1 to 2:
1. C 0.8139
2. C -0.7739



Arrangement b

2 unconnected molecules or ions with the total composition C2H2O3S, computed with the ωB97M-V functional and the def2-TZVPD basis.

Summary:
E_HOMO ... -9.37 eV
Kohn-Sham gap ... 8.74 eV
Spin multiplicity ... 1

Positions of all 8 atoms, in Å:
C 0.658 -0.371 -0.878
C 1.580 0.270 0.033
O -0.281 -0.838 -1.391
O -1.118 1.024 0.365
O -2.352 -0.930 1.062
S -2.091 0.040 0.018
H 1.664 1.343 0.048
H 1.940 -0.539 0.742

Mulliken population analysis, charges in e, atoms 1 to 2:
1. C 0.6402
2. C -0.7094



Order of stability, best first: arrangement b, arrangement a



Arrangement a

2 unconnected molecules or ions with the total composition CH5O2P, computed with the ωB97M-V functional and the def2-TZVPD basis.

Summary:
E_HOMO ... -8.91 eV
Kohn-Sham gap ... 8.96 eV
Spin multiplicity ... 1

Positions of all 9 atoms, in Å:
C -0.499 -0.660 -0.949
O -0.455 0.610 1.573
O 2.328 -0.536 -0.108
P 1.001 0.033 -0.551
H -0.834 -1.693 -0.646
H -0.974 -0.264 -1.742
H -1.295 0.693 1.040
H -0.570 0.598 2.707
H 1.298 1.220 -1.325

Mulliken population analysis, charges in e, atoms 1 to 2:
1. C -0.8564
2. O -0.6796



Arrangement b

A single CH5O2P molecule, computed with the ωB97M-V functional and the def2-TZVPD basis.

Summary:
E_HOMO ... -10.36 eV
Kohn-Sham gap ... 10.98 eV
Spin multiplicity ... 1

Positions of all 9 atoms, in Å:
C 1.308 0.503 0.091
O -0.287 0.531 0.579
P -1.300 -0.465 -0.088
O -2.629 0.057 0.233
H 1.795 -0.260 0.778
H 1.648 1.468 0.375
H 1.477 0.331 -1.040
H -0.778 -0.430 -1.430
H -1.233 -1.735 0.502

Mulliken population analysis, charges in e, atoms 1 to 2:
1. C -0.5161
2. O -0.3132



Order of stability, best first: arrangement b, arrangement a



Arrangement a

A single C23H29N3O2 molecule, computed with the ωB97M-V functional and the def2-TZVPD basis.

Summary:
E_HOMO ... -8.27 eV
Kohn-Sham gap ... 8.89 eV
Spin multiplicity ... 1

Positions of all 57 atoms, in Å:
C 5.756 -0.199 2.374
C 5.128 0.209 1.077
C 5.613 1.297 0.367
C 5.023 1.699 -0.825
C 5.562 2.883 -1.569
C 3.933 0.993 -1.303
C 3.435 -0.104 -0.603
N 2.326 -0.768 -1.149
C 1.664 -1.863 -0.690
O 1.965 -2.486 0.306
C 0.454 -2.243 -1.556
N -0.841 -1.806 -1.077
C -1.034 -0.376 -0.945
C -0.550 0.207 0.388
C -1.199 -0.532 1.567
N -2.619 -0.248 1.636
C -3.116 0.897 2.146
O -2.456 1.712 2.751
C -4.618 1.057 1.882
C -4.869 0.909 0.410
C -4.483 1.920 -0.463
C -4.626 1.764 -1.829
C -5.155 0.592 -2.344
C -5.547 -0.420 -1.484
C -5.402 -0.263 -0.116
C -0.970 -2.035 1.423
C -1.410 -2.533 0.039
C 4.033 -0.492 0.587
H 5.253 0.301 3.202
H 6.807 0.077 2.402
H 5.664 -1.272 2.526
H 6.464 1.845 0.745
H 5.063 3.006 -2.527
H 5.417 3.792 -0.985
H 6.631 2.768 -1.744
H 3.462 1.293 -2.230
H 1.980 -0.349 -2.002
H 0.427 -3.335 -1.614
H 0.579 -1.848 -2.570
H -2.111 -0.187 -1.046
H -0.537 0.123 -1.780
H 0.533 0.115 0.478
H -0.806 1.266 0.442
H -0.763 -0.162 2.501
H -3.223 -0.813 1.059
H -5.159 0.299 2.450
H -4.914 2.044 2.237
H -4.061 2.830 -0.061
H -4.320 2.557 -2.496
H -5.264 0.468 -3.411
H -5.964 -1.335 -1.879
H -5.717 -1.056 0.549
H 0.091 -2.245 1.558
H -1.524 -2.572 2.195
H -2.501 -2.451 -0.060
H -1.150 -3.588 -0.066
H 3.649 -1.341 1.127

Mulliken population analysis, charges in e, atoms 1 to 2:
1. C -1.6173
2. C 0.7356



Arrangement b

A single C23H29N3O2 molecule, computed with the ωB97M-V functional and the def2-TZVPD basis.

Summary:
E_HOMO ... -8.04 eV
Kohn-Sham gap ... 8.55 eV
Spin multiplicity ... 1

Positions of all 57 atoms, in Å:
C 8.027 1.248 0.295
C 7.586 0.405 -0.908
N 6.772 -0.766 -0.644
C 7.276 -1.681 0.361
C 8.607 -2.300 -0.057
C 5.346 -0.565 -0.624
C 4.756 0.186 0.593
N 3.315 0.174 0.556
C 2.587 1.273 0.240
O 3.092 2.369 0.078
C 1.116 1.053 0.151
C 0.540 -0.147 -0.253
C -0.832 -0.286 -0.331
C -1.662 0.783 -0.001
N -3.051 0.709 -0.059
C -3.848 -0.378 -0.302
O -3.433 -1.506 -0.473
C -5.304 -0.057 -0.313
C -5.803 1.151 -0.791
C -7.169 1.395 -0.806
C -8.029 0.428 -0.327
C -7.536 -0.790 0.141
C -6.183 -1.043 0.140
C -8.662 -1.678 0.577
C -9.848 -0.708 0.708
C -9.525 0.454 -0.244
C -1.088 1.996 0.385
C 0.281 2.128 0.452
H 8.587 2.108 -0.064
H 8.673 0.677 0.958
H 7.176 1.608 0.865
H 8.484 0.066 -1.437
H 7.022 1.038 -1.596
H 7.391 -1.211 1.351
H 6.539 -2.483 0.462
H 9.408 -1.567 -0.037
H 8.866 -3.108 0.623
H 8.527 -2.700 -1.064
H 5.067 -0.018 -1.529
H 4.876 -1.554 -0.674
H 5.100 -0.277 1.523
H 5.052 1.236 0.572
H 2.851 -0.712 0.670
H 1.157 -0.985 -0.545
H -1.270 -1.219 -0.646
H -3.527 1.575 0.156
H -5.134 1.899 -1.193
H -7.549 2.331 -1.188
H -5.780 -1.983 0.486
H -8.853 -2.428 -0.195
H -8.446 -2.204 1.507
H -9.898 -0.334 1.732
H -10.799 -1.183 0.474
H -9.948 0.275 -1.237
H -9.910 1.409 0.114
H -1.725 2.836 0.628
H 0.733 3.065 0.739

Mulliken population analysis, charges in e, atoms 1 to 2:
1. C -0.9259
2. C -0.6860



Order of stability, best first: arrangement a, arrangement b



Arrangement a

2 unconnected molecules or ions with the total composition C4H12N4O, computed with the ωB97M-V functional and the def2-TZVPD basis.

Summary:
E_HOMO ... -8.58 eV
Kohn-Sham gap ... 9.34 eV
Spin multiplicity ... 1

Positions of all 21 atoms, in Å:
H 4.322 1.349 -0.785
N 3.621 0.617 -0.817
C 3.102 0.348 0.307
N 2.216 -0.661 0.443
C 1.559 -1.280 -0.680
O 1.499 -0.695 1.654
H 3.330 0.825 1.270
H 0.509 -0.976 -0.739
H 1.620 -2.366 -0.588
H 2.097 -0.950 -1.565
H 1.611 -1.583 2.028
C -3.586 1.057 -0.495
C -2.440 0.181 -0.913
N -1.497 -0.247 -0.183
N -1.452 -0.011 1.145
H -4.172 1.357 -1.358
H -3.220 1.956 0.008
H -4.235 0.526 0.203
H -2.393 -0.138 -1.944
H -1.985 0.774 1.508
H -0.507 -0.083 1.500

Mulliken population analysis, charges in e, atoms 1 to 2:
1. H 0.2260
2. N -0.6561



Arrangement b

2 unconnected molecules or ions with the total composition C4H12N4O, computed with the ωB97M-V functional and the def2-TZVPD basis.

Summary:
E_HOMO (spin up / spin down) ... -8.71 / -8.71 eV
Kohn-Sham gap (spin up / spin down) ... 9.29 / 9.29 eV
Spin multiplicity ... 1

Positions of all 21 atoms, in Å:
C -1.570 -1.093 -1.725
N -0.484 -0.859 -0.798
N 0.070 0.313 -0.916
O -0.531 1.368 -1.238
N 1.077 0.443 0.043
C 1.809 1.696 0.013
N 1.890 -0.677 0.239
H -2.225 -0.222 -1.799
H -2.115 -1.967 -1.374
H -1.171 -1.318 -2.716
H 2.237 1.856 0.999
H 2.609 1.667 -0.733
H 1.113 2.491 -0.240
H 1.305 -1.428 0.592
H 2.272 -0.989 -0.655
C -1.418 -0.625 1.296
C -0.579 0.194 1.984
H -1.395 -1.692 1.469
H -2.355 -0.224 0.933
H -0.753 1.257 2.026
H 0.216 -0.194 2.601

Mulliken population analysis, charges in e, atoms 1 to 2:
1. C -0.8749
2. N -0.5535



Order of stability, best first: arrangement a, arrangement b